1.
The following is a DFT calculation (ωB97M-V/def2-TZVPD) of C13H14F5MnN3Se2Si as an isolated structure.

Values from the calculation:
- frontier orbital gap (spin up / spin down) (Eh) = 0.2944 / 0.3085
- relative energy (zero: lowest compared OMol25 entry of this formula, charge and spin) (kcal per mole) = 1.1

```
! wB97M-V def2-TZVPD RIJCOSX def2/J DEFGRID3
* xyz 0 2
Mn 0.1892 -0.1327 -0.9681
C 2.8120 -2.3275 0.6624
Si 3.6949 -0.7462 0.1835
C 3.9851 0.3311 1.6877
C 5.3447 -1.1850 -0.5809
Se 2.5177 0.3861 -1.3990
H 3.4130 -2.8873 1.3849
H 2.6594 -2.9626 -0.2119
H 1.8344 -2.1471 1.1120
H 4.5028 -0.2268 2.4724
H 3.0438 0.7051 2.0932
H 4.5936 1.1973 1.4228
H 5.9662 -1.7267 0.1376
H 5.8873 -0.2906 -0.8912
H 5.2099 -1.8182 -1.4590
F -6.0619 -0.4547 2.3318
C -5.0640 -0.7487 1.5006
C -5.1335 -0.3875 0.1672
F -6.2071 0.2585 -0.2916
C -4.0852 -0.6965 -0.6806
F -4.2157 -0.3220 -1.9623
C -2.9412 -1.3597 -0.2554
Se -1.5222 -1.7827 -1.4778
C -2.9120 -1.7143 1.0857
F -1.8612 -2.3660 1.5955
C -3.9448 -1.4174 1.9586
F -3.8611 -1.7695 3.2446
N -0.0348 0.2824 2.0362
C 0.0571 0.1231 0.8908
H -0.0944 0.3940 3.0241
N 0.2261 2.7367 -1.5917
C -0.4542 3.7749 -2.0924
C -1.6818 3.3019 -2.5048
C -1.6550 1.9336 -2.2166
N -0.4943 1.6039 -1.6593
H 1.1816 2.6483 -1.2625
H -0.0185 4.7584 -2.1335
H -2.4783 3.8615 -2.9602
H -2.3978 1.1728 -2.3928
*
```

Löwdin charges in e: atom 1 (Mn): 0.010, atom 2 (C): -0.221, atom 3 (Si): 0.100, atom 4 (C): -0.227, atom 5 (C): -0.237, atom 6 (Se): 0.379, atom 7 (H): 0.033, atom 8 (H): 0.034, atom 9 (H): 0.008, atom 10 (H): 0.031, atom 11 (H): 0.007, atom 12 (H): 0.028, atom 13 (H): 0.031, atom 14 (H): 0.027, atom 15 (H): 0.029, atom 16 (F): 0.129, atom 17 (C): -0.142, atom 18 (C): -0.146, atom 19 (F): 0.122, atom 20 (C): -0.257, atom 21 (F): 0.060, atom 22 (C): -0.487, atom 23 (Se): 0.724, atom 24 (C): -0.268, atom 25 (F): 0.069, atom 26 (C): -0.147, atom 27 (F): 0.118, atom 28 (N): 0.202, atom 29 (C): -0.180, atom 30 (H): 0.106, atom 31 (N): 0.002, atom 32 (C): -0.075, atom 33 (C): -0.041, atom 34 (C): -0.104, atom 35 (N): -0.108, atom 36 (H): 0.071, atom 37 (H): 0.123, atom 38 (H): 0.101, atom 39 (H): 0.093

2.
The following is a DFT calculation (ωB97M-V/def2-TZVPD) of C13H14IN4O4Ti as an isolated structure at a distorted geometry.

Values from the calculation:
- frontier orbital gap (Eh) = 0.2648
- relative energy (zero: lowest compared OMol25 entry of this formula, charge and spin) (kcal per mole) = 3.0

```
! wB97M-V def2-TZVPD RIJCOSX def2/J DEFGRID3
* xyz 3 1
Ti -1.0499 0.4947 0.2769
C -0.5442 1.6985 -3.7513
C -0.2742 1.8371 -2.3058
O -0.8978 1.0589 -1.4590
N 0.5516 2.7101 -1.8277
C 0.9931 2.8278 -0.4116
C -0.0554 3.2987 0.5726
C -0.0420 4.5713 1.0687
C -0.9994 4.9560 2.0095
C -1.9761 4.0576 2.4004
C -1.9554 2.7962 1.8606
N -0.9974 2.4063 0.9910
H -0.4822 0.6452 -4.0217
H 0.1544 2.2760 -4.3522
H -1.5638 2.0337 -3.9527
H 0.9991 3.3166 -2.5043
H 1.8099 3.5376 -0.4126
H 1.4111 1.8753 -0.1076
H 0.7172 5.2690 0.7381
H -0.9761 5.9546 2.4280
H -2.7436 4.3238 3.1142
H -2.6997 2.0669 2.1347
O 2.8154 -0.7276 0.6027
N 1.9488 -1.3940 0.8909
O 1.5836 -2.3728 1.3275
O 0.3590 -0.3660 0.5672
I -1.8584 -0.9970 2.8646
C -3.1267 -1.2846 1.2459
C -4.1901 -2.1372 1.2978
C -5.0354 -2.1745 0.1897
C -4.7832 -1.3648 -0.9132
C -3.6765 -0.5639 -0.9042
N -2.8424 -0.5199 0.1721
H -4.3675 -2.7522 2.1684
H -5.8949 -2.8355 0.1958
H -5.4369 -1.3655 -1.7751
H -3.4155 0.0554 -1.7436
*
```

Löwdin charges in e: atom 1 (Ti): 1.010, atom 2 (C): 0.077, atom 3 (C): -0.359, atom 4 (O): -0.107, atom 5 (N): 0.175, atom 6 (C): -0.030, atom 7 (C): -0.210, atom 8 (C): 0.046, atom 9 (C): 0.052, atom 10 (C): 0.021, atom 11 (C): -0.077, atom 12 (N): -0.027, atom 13 (H): 0.124, atom 14 (H): 0.116, atom 15 (H): 0.128, atom 16 (H): 0.190, atom 17 (H): 0.150, atom 18 (H): 0.116, atom 19 (H): 0.146, atom 20 (H): 0.148, atom 21 (H): 0.144, atom 22 (H): 0.103, atom 23 (O): 0.371, atom 24 (N): -0.184, atom 25 (O): 0.369, atom 26 (O): -0.376, atom 27 (I): 1.240, atom 28 (C): -0.720, atom 29 (C): -0.058, atom 30 (C): 0.047, atom 31 (C): 0.015, atom 32 (C): -0.058, atom 33 (N): -0.129, atom 34 (H): 0.131, atom 35 (H): 0.149, atom 36 (H): 0.143, atom 37 (H): 0.125

3.
The following is a DFT calculation (ωB97M-V/def2-TZVPD) of C13H14MnN4O4 as an isolated structure.

Values from the calculation:
- frontier orbital gap (spin up / spin down) (Eh) = 0.2824 / 0.2915
- relative energy (zero: lowest compared OMol25 entry of this formula, charge and spin) (kcal per mole) = 0.0

```
! wB97M-V def2-TZVPD RIJCOSX def2/J DEFGRID3
* xyz 0 2
Mn 0.2197 -1.4484 0.0109
N 0.6447 -1.3182 2.0998
C 2.1167 -1.3813 2.2284
C 2.7126 -1.9947 0.9552
O 3.6021 -2.8216 1.0032
N 2.1275 -1.4576 -0.1508
C 2.4629 -2.0627 -1.4315
C 1.3706 -1.6779 -2.4159
O 1.5130 -1.7709 -3.6123
O 0.2658 -1.2485 -1.8426
H 0.2689 -0.5779 2.6806
H 0.2383 -2.1947 2.4089
H 2.4432 -1.9461 3.0991
H 2.4838 -0.3576 2.3137
H 2.4885 -3.1548 -1.3490
H 3.4318 -1.7463 -1.8169
N -1.8812 -1.1002 -0.2225
C -2.2555 0.2859 -0.2631
C -3.5291 0.7412 -0.4326
C -3.7891 2.1289 -0.4864
C -2.7728 3.0342 -0.3896
C -1.4394 2.5925 -0.2188
C -0.3254 3.4572 -0.1399
C 0.9258 2.9304 0.0025
C 1.0766 1.5345 0.0905
N 0.0645 0.7041 0.0438
C -1.1873 1.2092 -0.1352
H -1.9520 -1.5437 -1.1365
H -2.4235 -1.6492 0.4334
H -4.3449 0.0374 -0.5407
H -4.8057 2.4726 -0.6215
H -2.9790 4.0952 -0.4503
H -0.4684 4.5288 -0.2050
H 1.7983 3.5664 0.0459
H 2.0540 1.0748 0.1872
O -0.1561 -2.9412 0.2579
*
```

Löwdin charges in e: atom 1 (Mn): 0.638, atom 2 (N): -0.010, atom 3 (C): -0.126, atom 4 (C): -0.537, atom 5 (O): 0.065, atom 6 (N): -0.071, atom 7 (C): -0.110, atom 8 (C): -0.585, atom 9 (O): 0.071, atom 10 (O): -0.127, atom 11 (H): 0.103, atom 12 (H): 0.097, atom 13 (H): 0.120, atom 14 (H): 0.115, atom 15 (H): 0.136, atom 16 (H): 0.130, atom 17 (N): 0.064, atom 18 (C): -0.198, atom 19 (C): -0.002, atom 20 (C): -0.061, atom 21 (C): -0.024, atom 22 (C): -0.141, atom 23 (C): 0.005, atom 24 (C): -0.025, atom 25 (C): -0.081, atom 26 (N): 0.056, atom 27 (C): -0.138, atom 28 (H): 0.121, atom 29 (H): 0.120, atom 30 (H): 0.120, atom 31 (H): 0.109, atom 32 (H): 0.118, atom 33 (H): 0.123, atom 34 (H): 0.111, atom 35 (H): 0.115, atom 36 (O): -0.300

4.
The following is a DFT calculation (ωB97M-V/def2-TZVPD) of an isolated molecule of C13H14N2O5 at a distorted geometry.

Values from the calculation:
- structure (SMILES) = COC1=CC(=O)N(C(=O)/C=C2/C=C(CO)C(=O)N2C)C1
- frontier orbital gap (Eh) = 0.2928
- relative energy (zero: lowest compared OMol25 entry of this formula, charge and spin) (kcal per mole) = 26.2

```
! wB97M-V def2-TZVPD RIJCOSX def2/J DEFGRID3
* xyz 0 1
C -1.6853 0.8385 -5.9324
O -0.5406 1.4234 -5.3838
C -0.1149 0.8779 -4.2033
C 1.0736 1.2891 -3.7245
C 1.2277 0.8255 -2.3451
O 2.1182 1.1808 -1.5923
N 0.1341 0.0669 -2.0055
C -0.0753 -0.5355 -0.8075
O -1.0623 -1.2253 -0.7276
C 0.8157 -0.5401 0.3410
C 0.5675 -0.5110 1.7279
C 1.6585 -0.2578 2.6886
C 1.1701 -0.2886 3.9845
C 1.9431 -0.2470 5.2607
O 1.2722 0.6640 6.1081
C -0.2652 -0.4594 3.8779
O -1.0215 -0.3623 4.8478
N -0.5868 -0.5912 2.5273
C -1.9514 -0.9686 2.0983
C -0.7544 -0.0283 -3.1880
H -1.9528 1.3723 -6.8663
H -2.5696 0.9463 -5.2499
H -1.4676 -0.2018 -6.1246
H 1.7144 2.0223 -4.1779
H 1.8461 -0.4923 0.0381
H 2.7117 -0.1766 2.4730
H 1.8945 -1.2144 5.7200
H 2.9961 0.0128 5.1101
H 0.3068 0.5084 6.0545
H -1.9178 -2.0245 1.8157
H -2.2377 -0.3484 1.2411
H -2.6620 -0.9020 2.8928
H -1.7329 0.4124 -2.9700
H -0.8522 -1.0656 -3.5085
*
```

Löwdin charges in e: atom 1 (C): -0.083, atom 2 (O): -0.059, atom 3 (C): -0.228, atom 4 (C): 0.089, atom 5 (C): -0.426, atom 6 (O): 0.080, atom 7 (N): 0.063, atom 8 (C): -0.422, atom 9 (O): 0.080, atom 10 (C): 0.098, atom 11 (C): -0.140, atom 12 (C): 0.080, atom 13 (C): -0.100, atom 14 (C): -0.192, atom 15 (O): -0.063, atom 16 (C): -0.368, atom 17 (O): 0.081, atom 18 (N): -0.010, atom 19 (C): 0.008, atom 20 (C): -0.022, atom 21 (H): 0.105, atom 22 (H): 0.107, atom 23 (H): 0.092, atom 24 (H): 0.130, atom 25 (H): 0.101, atom 26 (H): 0.124, atom 27 (H): 0.118, atom 28 (H): 0.131, atom 29 (H): 0.074, atom 30 (H): 0.097, atom 31 (H): 0.088, atom 32 (H): 0.077, atom 33 (H): 0.146, atom 34 (H): 0.147

5.
The following is a DFT calculation (ωB97M-V/def2-TZVPD) of C13H14N2Pd as an isolated structure at a distorted geometry.

Values from the calculation:
- frontier orbital gap (spin up / spin down) (Eh) = 0.2166 / 0.2619
- relative energy (zero: lowest compared OMol25 entry of this formula, charge and spin) (kcal per mole) = 0.0

```
! wB97M-V def2-TZVPD RIJCOSX def2/J DEFGRID3
* xyz 0 3
Pd 0.1528 -0.0469 -0.4147
C 0.2143 -0.0468 -3.2221
H 1.2799 0.1405 -3.3506
H -0.0334 -1.0627 -3.5277
H -0.3639 0.6596 -3.8199
H -0.1377 0.1704 -2.1428
H -1.0742 0.8696 -0.7859
C -0.2733 2.4853 4.7111
C -0.3747 2.8831 3.3725
C -0.3089 1.9405 2.3481
C -0.0966 0.5995 2.6866
C -0.0317 0.1780 4.0263
C -0.1193 1.1292 5.0362
N 0.1031 -0.3753 1.6794
N 0.1930 -1.5848 2.1208
C 0.2422 -2.5026 1.1005
C 0.3155 -3.8957 1.3663
C 0.3482 -4.7901 0.3063
C 0.3002 -4.3179 -1.0124
C 0.2161 -2.9259 -1.2862
C 0.2105 -2.0434 -0.2213
H -0.3253 3.2312 5.5102
H -0.5094 3.9329 3.1165
H -0.4061 2.1777 1.2910
H 0.0934 -0.8863 4.2277
H -0.0662 0.7885 6.0766
H 0.3439 -4.2031 2.4107
H 0.4085 -5.8596 0.4929
H 0.3258 -5.0015 -1.8599
H 0.1553 -2.5187 -2.2938
*
```

Löwdin charges in e: atom 1 (Pd): 0.630, atom 2 (C): -0.072, atom 3 (H): 0.029, atom 4 (H): 0.009, atom 5 (H): 0.029, atom 6 (H): -0.122, atom 7 (H): -0.008, atom 8 (C): -0.086, atom 9 (C): -0.083, atom 10 (C): -0.039, atom 11 (C): -0.256, atom 12 (C): -0.029, atom 13 (C): -0.080, atom 14 (N): -0.062, atom 15 (N): 0.087, atom 16 (C): -0.311, atom 17 (C): -0.019, atom 18 (C): -0.096, atom 19 (C): -0.070, atom 20 (C): -0.102, atom 21 (C): -0.202, atom 22 (H): 0.104, atom 23 (H): 0.104, atom 24 (H): 0.069, atom 25 (H): 0.102, atom 26 (H): 0.107, atom 27 (H): 0.109, atom 28 (H): 0.101, atom 29 (H): 0.099, atom 30 (H): 0.059

6.
The following is a DFT calculation (ωB97M-V/def2-TZVPD) of a 2-piece molecular cluster, C13H14OSi overall at a distorted geometry.

Values from the calculation:
- structure (SMILES) = O=[Si](c1ccccc1)c1ccccc1.C
- frontier orbital gap (Eh) = 0.3498
- relative energy (zero: lowest compared OMol25 entry of this formula, charge and spin) (kcal per mole) = 0.0

```
! wB97M-V def2-TZVPD RIJCOSX def2/J DEFGRID3
* xyz 0 1
O 2.4661 0.6888 -2.5623
Si 1.6851 0.2054 -1.3902
C 0.6739 -1.3470 -1.2148
C 0.9169 -2.5296 -0.4868
C 0.0526 -3.6144 -0.4541
C -1.1057 -3.5904 -1.1531
C -1.3721 -2.5060 -2.0016
C -0.5338 -1.3228 -1.9087
C 1.5305 1.2945 0.1440
C 2.2602 1.0274 1.4112
C 2.2271 1.9749 2.4187
C 1.4945 3.1776 2.2003
C 0.7890 3.4348 1.0266
C 0.7651 2.4594 0.0647
H 1.7523 -2.6718 0.2473
H 0.4194 -4.4328 0.1853
H -1.7392 -4.4361 -1.0782
H -2.1690 -2.6293 -2.7061
H -0.7395 -0.4894 -2.4926
H 2.8511 0.1744 1.6340
H 2.8153 2.0366 3.3144
H 1.4464 3.7864 3.0868
H 0.3149 4.4034 1.0082
H 0.1520 2.6410 -0.7841
C -3.4173 0.4700 0.3231
H -3.4372 0.6657 -0.7414
H -2.3695 0.6234 0.4903
H -4.0654 1.0956 0.9306
H -3.6638 -0.5897 0.4883
*
```

Löwdin charges in e: atom 1 (O): -0.285, atom 2 (Si): 0.660, atom 3 (C): -0.253, atom 4 (C): -0.100, atom 5 (C): -0.113, atom 6 (C): -0.097, atom 7 (C): -0.031, atom 8 (C): -0.086, atom 9 (C): -0.208, atom 10 (C): -0.066, atom 11 (C): -0.089, atom 12 (C): -0.079, atom 13 (C): -0.085, atom 14 (C): -0.127, atom 15 (H): 0.115, atom 16 (H): 0.116, atom 17 (H): 0.095, atom 18 (H): 0.094, atom 19 (H): 0.071, atom 20 (H): 0.081, atom 21 (H): 0.096, atom 22 (H): 0.094, atom 23 (H): 0.105, atom 24 (H): 0.093, atom 25 (C): -0.044, atom 26 (H): 0.009, atom 27 (H): -0.007, atom 28 (H): 0.018, atom 29 (H): 0.024